This record from the Open Molecules 2025 dataset describes a molecular structure, C38H33P3PtS2. The level of theory is wB97M-V/def2-TZVPD.

Positions of all 77 atoms, in Å:
Pt -0.01 -1.19 -0.25
S 2.27 -0.46 -0.25
P 1.33 1.38 -0.20
C -0.25 0.86 -0.22
P -1.91 1.00 -0.27
S -2.40 -0.99 -0.40
C -2.58 1.95 -1.66
C -2.89 1.31 -2.86
C -3.26 2.06 -3.97
C -3.30 3.45 -3.89
C -2.98 4.09 -2.70
C -2.63 3.34 -1.58
C -2.67 1.77 1.18
C -4.03 2.08 1.21
C -4.59 2.64 2.35
C -3.79 2.89 3.46
C -2.44 2.58 3.44
C -1.88 2.02 2.30
C 1.84 2.46 -1.55
C 0.98 2.63 -2.63
C 1.35 3.44 -3.69
C 2.58 4.08 -3.68
C 3.45 3.90 -2.61
C 3.08 3.10 -1.54
C 1.79 2.30 1.30
C 1.49 3.66 1.37
C 1.67 4.34 2.57
C 2.14 3.67 3.69
C 2.44 2.32 3.61
C 2.26 1.63 2.42
H -2.85 0.23 -2.91
H -3.50 1.56 -4.90
H -3.58 4.03 -4.76
H -3.01 5.17 -2.64
H -2.39 3.84 -0.65
H -4.65 1.89 0.34
H -5.64 2.88 2.37
H -4.23 3.33 4.35
H -1.82 2.78 4.30
H -0.82 1.76 2.27
H 0.02 2.11 -2.63
H 0.67 3.57 -4.53
H 2.87 4.71 -4.51
H 4.41 4.40 -2.61
H 3.75 2.97 -0.70
H 1.13 4.19 0.50
H 1.43 5.40 2.62
H 2.27 4.21 4.62
H 2.81 1.80 4.49
H 2.49 0.58 2.35
C -0.37 -4.08 -2.01
P 0.28 -3.44 -0.43
C -0.51 -4.56 0.78
C -1.73 -4.18 1.34
C -2.39 -5.02 2.22
C -1.83 -6.25 2.56
C -0.61 -6.63 2.02
C 0.04 -5.79 1.13
C 2.01 -3.99 -0.39
C 2.60 -4.76 -1.39
C 3.94 -5.14 -1.28
C 4.68 -4.76 -0.18
C 4.10 -3.99 0.82
C 2.78 -3.60 0.71
H -0.26 -5.16 -2.11
H 0.12 -3.57 -2.84
H -1.43 -3.83 -2.04
H -2.15 -3.21 1.11
H -3.33 -4.71 2.65
H -2.34 -6.90 3.26
H -0.17 -7.58 2.29
H 1.00 -6.09 0.71
H 2.03 -5.06 -2.25
H 4.39 -5.73 -2.07
H 5.72 -5.05 -0.10
H 4.69 -3.68 1.68
H 2.33 -2.98 1.48

Summary:
multiplicity	1
gap between HOMO and LUMO	7.59	eV
LUMO level	0.6	eV



This record from the Open Molecules 2025 dataset describes a molecular structure, C38H34IrN4Sb at a distorted geometry. The level of theory is wB97M-V/def2-TZVPD.

Positions of all 78 atoms, in Å:
Ir 0.20 1.72 0.41
C 4.57 -1.72 -0.17
C 3.74 -1.64 0.94
C 2.92 -0.54 1.10
C 2.95 0.50 0.17
C 3.80 0.42 -0.94
C 4.59 -0.70 -1.12
N 2.10 1.62 0.33
C 2.73 2.89 0.27
C 4.11 3.10 0.39
C 4.60 4.39 0.33
C 3.75 5.48 0.15
C 2.37 5.30 0.07
C 1.90 4.01 0.16
N 0.53 3.64 0.18
N -0.37 4.49 0.02
C -1.63 3.88 0.10
C -2.75 4.68 -0.01
C -4.00 4.08 0.13
C -4.06 2.73 0.40
C -2.90 1.98 0.48
N -1.69 2.53 0.32
H 5.20 -2.59 -0.31
H 3.73 -2.43 1.67
H 2.29 -0.43 1.98
H 3.79 1.21 -1.69
H 5.23 -0.78 -1.99
H 4.78 2.27 0.57
H 5.66 4.56 0.43
H 4.16 6.48 0.09
H 1.69 6.13 -0.03
H -2.62 5.73 -0.19
H -4.90 4.68 0.05
H -5.01 2.23 0.54
H -2.92 0.92 0.68
C 0.33 -3.82 -1.63
C 0.54 -3.87 -0.14
C 0.93 -5.08 0.44
C 1.14 -5.23 1.80
C 0.95 -4.15 2.65
C 0.57 -2.93 2.11
C 0.37 -2.79 0.73
Sb -0.44 -0.90 0.24
C -2.33 -1.29 1.14
C -3.12 -2.29 0.58
C -4.33 -2.65 1.15
C -4.76 -2.01 2.30
C -3.95 -1.04 2.89
C -2.72 -0.67 2.34
C -1.88 0.32 3.09
C -0.46 -0.66 -1.88
C 0.86 -0.58 -2.35
C 1.14 -0.29 -3.67
C 0.09 -0.04 -4.54
C -1.21 -0.11 -4.09
C -1.52 -0.42 -2.76
C -2.97 -0.54 -2.37
H 0.34 -4.83 -2.03
H 1.11 -3.25 -2.13
H -0.63 -3.37 -1.89
H 1.06 -5.94 -0.21
H 1.43 -6.19 2.20
H 1.09 -4.25 3.71
H 0.41 -2.09 2.78
H -2.78 -2.83 -0.29
H -4.94 -3.43 0.70
H -5.70 -2.27 2.76
H -4.27 -0.58 3.81
H -2.45 0.76 3.91
H -1.51 1.14 2.47
H -1.00 -0.16 3.53
H 1.69 -0.78 -1.67
H 2.17 -0.26 -4.02
H 0.29 0.20 -5.58
H -2.03 0.07 -4.78
H -3.61 -0.25 -3.19
H -3.21 0.09 -1.51
H -3.22 -1.56 -2.10

Summary:
multiplicity	1
gap between HOMO and LUMO (alpha / beta)	5.30 / 5.33	eV
relative energy (zero: lowest compared OMol25 entry of this formula, charge and spin)	0.657	eV
LUMO level (alpha / beta)	-8.4 / -8.4	eV
charge	+2



This record from the Open Molecules 2025 dataset describes a molecular structure, C38H35As2CoN3O6S2. The level of theory is wB97M-V/def2-TZVPD.

Positions of all 87 atoms, in Å:
Co 0.70 -1.19 -0.55
O 4.61 -0.83 -1.37
S 3.37 -1.46 -1.05
O 2.63 -0.86 0.10
O 2.40 -1.54 -2.14
C 3.78 -3.10 -0.45
C 5.11 -3.47 -0.60
C 5.57 -4.69 -0.12
C 4.71 -5.53 0.55
C 3.38 -5.17 0.71
C 2.90 -3.96 0.23
S 1.14 -3.69 0.42
O 0.59 -4.94 0.87
O 0.91 -2.55 1.33
O 0.72 -3.24 -0.92
H 5.77 -2.79 -1.11
H 6.61 -4.96 -0.26
H 5.06 -6.48 0.94
H 2.69 -5.83 1.21
C -2.65 -2.91 -1.99
C -1.72 -1.90 -1.85
N -1.27 -1.51 -0.65
C -1.76 -2.10 0.45
C -2.65 -3.17 0.40
C -3.08 -3.58 -0.86
C -2.92 -4.01 1.57
C -3.15 -3.68 2.84
C -3.42 -2.35 3.42
C -2.88 -2.00 4.65
C -3.25 -0.78 5.18
N -4.11 0.03 4.57
C -4.56 -0.39 3.40
N -4.25 -1.52 2.78
H -2.98 -3.20 -2.98
H -1.29 -1.40 -2.70
H -1.34 -1.78 1.39
H -3.73 -4.44 -0.95
H -2.82 -5.07 1.36
H -3.17 -4.49 3.57
H -2.20 -2.66 5.17
H -2.87 -0.45 6.14
H -5.27 0.26 2.89
C -4.23 3.11 -1.08
As -3.23 1.42 -1.08
C -4.74 0.25 -0.54
C -2.39 1.72 0.67
H -4.83 3.20 -0.17
H -4.89 3.15 -1.95
H -3.53 3.94 -1.13
H -5.67 0.80 -0.64
H -4.63 -0.09 0.49
H -4.78 -0.62 -1.19
H -3.09 1.55 1.48
H -2.05 2.75 0.71
H -1.53 1.07 0.81
C 4.29 2.16 -4.17
C 4.48 2.66 -2.89
C 3.56 2.38 -1.89
C 2.45 1.61 -2.17
C 2.25 1.11 -3.45
C 3.17 1.39 -4.45
As 1.08 1.29 -0.84
C 1.71 2.21 0.74
C 2.60 1.75 1.69
C 2.91 2.56 2.77
C 2.33 3.82 2.90
C 1.44 4.28 1.94
C 1.12 3.48 0.85
C 0.22 3.86 -0.26
C -0.35 5.11 -0.44
C -1.10 5.37 -1.57
C -1.29 4.39 -2.54
C -0.75 3.13 -2.36
C 0.01 2.87 -1.23
H 5.01 2.38 -4.94
H 5.36 3.25 -2.66
H 3.72 2.76 -0.88
H 1.41 0.47 -3.67
H 3.02 0.99 -5.45
H 3.04 0.77 1.60
H 3.61 2.21 3.52
H 2.57 4.44 3.74
H 0.99 5.26 2.05
H -0.20 5.89 0.30
H -1.54 6.35 -1.71
H -1.88 4.60 -3.42
H -0.92 2.35 -3.09

Summary:
multiplicity	2
gap between HOMO and LUMO (alpha / beta)	7.83 / 8.15	eV
LUMO level (alpha / beta)	-0.6 / -0.3	eV
⟨S²⟩	1.1331



M: 841.816 860.695 902.624 (g/mol)